A molecular structure, C17H18BN7O4Sn at a distorted geometry. Source: the OMol25 dataset; level of theory: wB97M-V/def2-TZVPD.

The geometry in XYZ format:
```
48
Properties=species:S:1:pos:R:3
H 1.23215 3.64131 0.15700
N 0.63220 1.97418 -1.09653
B 0.16249 0.55213 -3.26901
N 0.45743 1.87120 -2.46885
C 0.86254 3.03380 -3.05348
Sn 0.53249 0.32614 0.53597
H 0.86743 3.15618 -4.12064
C 1.20281 3.92185 -2.04539
H 1.52874 4.93598 -2.19177
C 1.03181 3.24430 -0.83379
H 0.54680 0.75133 -4.38796
C -2.19266 -3.26299 2.75956
H -1.49449 -3.73585 3.45303
H -1.74901 -2.38903 2.28245
H -2.45926 -4.02208 2.02291
N -1.39204 0.15799 -3.45398
N 1.11080 -0.53347 -2.66396
N -2.12214 0.10306 -2.30756
N 1.37444 -0.68918 -1.31434
C -2.22015 -0.14757 -4.53360
C 1.95987 -1.32358 -3.36459
H -1.85406 -0.09764 -5.55720
H 1.96096 -1.32006 -4.44642
C -3.48382 -0.46319 -4.00559
C 2.69023 -2.08368 -2.46315
C -3.36049 -0.31046 -2.58951
C 2.31733 -1.65788 -1.18503
H -4.39126 -0.75110 -4.53408
H 3.39103 -2.85531 -2.71008
H -4.09990 -0.47379 -1.79663
H 2.73860 -1.99010 -0.24332
H -3.06919 -3.00338 3.30290
O 1.25266 2.34189 2.35277
C 1.97451 1.32887 2.54352
O 2.42125 0.57670 1.53237
C 2.25027 0.78660 3.91927
C 3.40961 0.04281 4.20681
C 3.62333 -0.47012 5.48349
C 2.66156 -0.25197 6.50322
C 1.43736 0.39075 6.19016
C 1.26262 0.92792 4.91518
N 2.89300 -0.80396 7.79964
O 3.97592 -1.39808 8.01728
O 2.02481 -0.68298 8.69092
H 4.16398 -0.07879 3.42354
H 4.54416 -1.01965 5.69999
H 0.63937 0.47704 6.93476
H 0.35820 1.50199 4.68300
```

The value obtained for the HOMO-LUMO gap is 7.58 eV. The HOMO energy is -8.9 eV. Its net charge is 0. As for the energy: -43048.572 eV. Its molecular weight is 513.9 g mol⁻¹.